Entry 1:
{
  "formula": "C42H50GeN3O4PtSi",
  "method": "wB97M-V/def2-TZVPD",
  "multiplicity": 1,
  "total_charge": 1,
  "de_lowest_kj_mol": 0.0,
  "gap_ev": [6.3, 6.3],
  "molar_mass_g_mol": 956.65,
  "e_lumo_ha": [-0.1221, -0.1221],
  "elements": ["H", "C", "H", "C", "H", "H", "C", "H", "C", "C", "H", "H", "C", "C", "C", "H", "C", "N", "C", "H", "H", "H", "C", "C", "H", "O", "C", "H", "N", "C", "H", "C", "H", "H", "H", "C", "H", "C", "H", "C", "H", "C", "H", "C", "Si", "H", "H", "C", "H", "C", "H", "H", "H", "H", "C", "C", "H", "C", "H", "C", "O", "C", "C", "C", "H", "H", "C", "C", "H", "C", "C", "H", "H", "C", "C", "H", "O", "Pt", "H", "H", "H", "H", "O", "C", "H", "C", "H", "H", "Ge", "C", "H", "H", "H", "C", "N", "C", "H", "H", "C", "H", "C", "H"],
  "coordinates": [[-2.79590, 0.20654, 5.15767], [-1.38359, 7.11696, 2.78672], [3.76792, -4.09178, 2.73270], [0.70145, 0.00485, -4.07879], [0.69778, -2.48852, -0.79028], [-3.06291, -0.40527, -4.76171], [-0.81608, 4.20106, -2.11140], [-4.07659, 0.43787, 3.94710], [3.54436, 1.57472, 0.82406], [-4.38752, 3.36884, 0.42069], [-2.47618, -3.01733, 3.82657], [3.71584, 1.25411, -4.98931], [1.89090, 0.79348, -2.17846], [2.65488, -4.40315, 0.29529], [-1.48557, -2.21740, 1.66298], [-1.04672, -3.05111, -2.38696], [-2.05880, 7.31151, 1.58811], [2.47392, -3.33728, 1.27475], [-0.83317, 4.87704, 2.10458], [4.46024, 4.72866, 1.67561], [-2.34756, -2.98603, -3.57556], [-6.41405, 3.19933, 1.10907], [-0.77401, 5.89808, 3.04583], [-1.79148, -0.89326, 2.36112], [0.92816, 5.22986, -5.41825], [1.27545, -1.53883, 1.99880], [-0.55129, 2.14385, 0.19806], [2.34040, -4.09505, -0.70060], [-2.58516, -0.94187, 3.41971], [3.96233, 3.93024, 1.14085], [1.81133, 3.42141, -1.43922], [-2.64310, 0.27042, -4.00829], [-2.66207, 6.45498, -0.27293], [-0.38365, 6.21442, -1.46994], [-0.34603, 3.93476, 2.33238], [-6.16156, 2.34451, -0.84396], [-5.62001, 1.60871, -2.78844], [-0.04719, 3.65143, -4.33956], [-3.26737, 2.29913, -2.59143], [-3.00564, 0.28809, 4.09192], [-0.72437, -2.44941, -4.01667], [-0.66956, 3.28410, -3.15455], [-4.05723, 3.88012, 1.31902], [1.42552, -2.48789, 1.24813], [-1.91224, -0.75048, -2.61114], [1.71584, 0.13252, -5.95367], [0.08343, -3.84304, 0.17320], [-5.71912, 2.98651, 0.30544], [-7.20121, 2.05587, -0.93742], [1.76657, 0.34658, -4.89347], [-0.24952, 5.74132, 3.97990], [3.18962, -2.43328, 3.00509], [-2.41448, -2.75353, 1.45542], [-1.33445, 7.91455, 3.51705], [0.69225, 0.26048, -2.69541], [4.17518, 2.60750, 1.50712], [0.69798, 6.86469, -3.57689], [-0.30855, 5.49056, -2.27405], [-0.14456, -0.47768, -4.53932], [-3.17816, -2.18969, 3.89459], [1.99086, 0.85857, -0.81284], [-3.28771, -0.93996, -1.34641], [-1.45954, -2.46093, -3.20865], [3.53066, -3.13997, 2.25729], [-1.95369, 0.94032, -4.51731], [-3.47158, 0.87323, -3.63058], [-3.48446, 3.11416, -0.61190], [0.31093, 5.85995, -3.46186], [-3.43639, -2.06666, 4.94274], [0.44070, 4.94215, -4.49489], [2.94639, 1.17270, -2.99119], [4.43312, -2.74933, 1.78312], [2.12398, -5.31610, 0.57563], [-1.50018, 5.05809, 0.89275], [2.46978, 3.20463, -0.60542], [-4.20869, -0.51495, -1.75367], [-0.80417, -1.98931, 0.44377], [-0.63505, 0.37145, 0.01187], [-3.10263, -0.42286, -0.40772], [2.93786, 5.25448, -0.20569], [3.82713, 1.60852, -2.53780], [-0.87518, -2.82242, 2.33552], [-1.31416, 0.19722, 1.97028], [3.10990, 4.22529, 0.08469], [4.83773, 2.37666, 2.33159], [2.88620, 0.96406, -4.35743], [-2.54094, 8.25924, 1.38485], [3.67887, 0.53684, 1.10659], [-1.63570, 3.66162, -0.44267], [-3.94495, 2.47677, -1.76357], [0.06908, 2.92600, -5.13297], [0.27866, 2.37301, 0.88315], [-4.08636, -2.43503, 3.34139], [0.35265, -2.78584, 0.20003], [-0.42721, -0.02229, -1.88744], [-2.11726, 6.28935, 0.65169], [-1.01816, 2.26499, -3.03860], [3.71512, -4.63654, 0.23349], [2.70057, 1.88866, -0.22496], [-3.47253, -1.99871, -1.13630], [-5.27336, 2.09221, -1.88215], [-2.46544, 1.13159, 3.67922]]
}

=====

Entry 2:
{
  "formula": "C42H51BF3N9O5",
  "method": "wB97M-V/def2-TZVPD",
  "multiplicity": 1,
  "gap_ev": 8.2,
  "molar_mass_g_mol": 829.73,
  "e_lumo_ha": -0.0304,
  "smiles": "CCB(O)c1cc(CCC(F)(F)F)cc2c1C(=O)c1cc(CC)c(CCOC=O)cc1C2=O.CC#N.CC#N.CC#N.CC#N.CC#N.CC#N.CC#N.CC#N.CC#N",
  "elements": ["H", "F", "H", "H", "C", "C", "H", "C", "C", "C", "O", "H", "H", "C", "H", "C", "H", "H", "H", "H", "C", "C", "C", "H", "B", "H", "C", "H", "C", "H", "H", "H", "N", "C", "C", "H", "C", "N", "C", "C", "H", "H", "N", "C", "H", "H", "H", "H", "O", "F", "O", "C", "C", "C", "H", "C", "H", "C", "H", "H", "C", "H", "C", "C", "C", "H", "C", "O", "C", "C", "H", "H", "H", "C", "C", "C", "H", "H", "H", "H", "H", "H", "N", "C", "H", "H", "F", "H", "C", "N", "H", "H", "H", "H", "H", "H", "C", "C", "O", "C", "C", "C", "C", "H", "N", "N", "H", "N", "H", "N", "C"],
  "coordinates": [[7.71262, 8.35894, -0.51195], [6.85057, 1.10110, 0.68819], [-2.71370, -3.37502, -2.83222], [9.10069, 8.38394, 0.59565], [-2.13815, -3.50448, 1.30748], [3.23520, -0.23107, -0.53582], [-1.83486, -4.38754, 1.91549], [-1.59018, -1.75406, -0.38563], [-4.40051, -3.58533, 2.53579], [4.27797, 0.92241, -0.71617], [-6.07939, 1.08845, -0.14309], [5.21831, 0.46740, -1.11146], [-5.38034, -0.39269, 1.75266], [0.96466, -1.24530, -0.79383], [-7.99729, -8.49168, 1.34001], [-3.91822, -1.72817, 0.68695], [6.07307, -2.66211, 1.78183], [5.17127, 4.19104, -7.02713], [-6.27891, -8.06417, 1.21968], [-0.81447, -7.39827, 1.18275], [9.41102, 9.39041, -1.24015], [5.47196, 4.42577, -3.04463], [-7.22457, 4.60445, 1.42194], [-5.45970, -3.62721, 2.18035], [3.32990, -3.83113, 1.23311], [9.53822, 6.07091, -4.58941], [-1.16590, -2.94772, 0.38286], [8.11719, 9.84490, 0.37163], [-3.39334, -3.16217, -3.65777], [9.15716, 5.76412, -2.88487], [-6.87432, -0.73487, -0.70050], [-2.93525, -2.42314, -4.31459], [-5.66663, -2.23450, -2.71434], [-10.73487, 3.38300, 4.86139], [8.53014, 8.96802, -0.12604], [-0.58855, -8.36695, 2.65400], [6.17068, 4.39731, -7.40991], [7.91581, 4.27944, -5.44648], [-7.53409, -6.51918, 1.96876], [-4.27924, -2.69418, 3.84787], [-5.24170, -2.74904, 4.42661], [4.72151, -1.50732, 0.57852], [3.77345, 2.54399, -3.79015], [-11.69094, 2.34587, 4.40591], [-3.96054, -4.60704, 2.75012], [-9.79153, 3.27979, 4.32517], [3.87610, 2.67569, 0.59426], [4.15765, 1.07131, 1.48474], [-0.75892, -0.69383, -2.42311], [6.15655, 2.62151, 2.14753], [-4.59125, 2.56691, -1.01439], [-5.34738, -1.10805, 0.88147], [5.96266, 2.15004, 0.87176], [2.77238, -2.54981, 0.44211], [-6.99911, -8.39980, 2.80497], [1.87114, -0.13759, -1.05203], [5.77933, -4.35724, 1.23741], [-7.17879, -7.96004, 1.82473], [6.40410, 4.31939, -3.60008], [6.18374, 5.39091, -7.85692], [-2.54117, -7.59236, 2.39340], [3.85086, 1.63969, -1.47726], [7.83231, 7.09597, -3.86949], [1.38468, -2.44977, -0.03311], [-1.27645, -8.13446, 1.84173], [-1.47951, -9.04277, 1.27524], [5.72046, -3.66460, 2.12773], [3.16997, -5.17254, 0.80230], [0.28291, -3.51327, 0.19157], [-5.86859, -0.33893, -0.39396], [6.41138, -4.08283, 2.89857], [9.87530, 7.31557, -3.36358], [-3.57115, -4.07861, -4.22004], [4.48059, 1.73052, 0.63694], [3.68365, -1.42802, 0.18157], [7.15467, 4.33096, -6.30512], [3.33334, -5.14702, -0.15995], [-6.21374, 4.68314, 1.02230], [-3.46642, -3.10928, 4.51206], [-3.98410, -1.63843, 3.61413], [4.06707, -4.59708, 3.21417], [-7.67169, 5.59749, 1.45752], [-7.82038, -5.40993, 2.07980], [-2.92177, -1.16145, -0.25654], [5.68154, 4.34532, -1.97820], [-10.55019, 3.27327, 5.92945], [6.37595, 3.14436, 0.00045], [-4.13278, 1.55600, 0.65559], [-0.50558, -1.15999, -1.33705], [-3.52163, -7.17207, 2.82073], [-5.21788, -0.44084, -1.29383], [-6.09999, -1.90719, 1.13306], [-11.14588, 4.37422, 4.67126], [3.92016, -2.72733, 3.16202], [-3.23483, -0.26883, -0.85595], [5.04606, 5.40789, -3.25032], [-4.67496, -2.63974, -3.12955], [4.18324, -3.65990, 2.60311], [0.43696, -4.71281, 0.19481], [-4.87778, 1.77421, -0.16231], [-7.18401, 4.02026, 2.78339], [-3.46506, -2.90290, 1.46562], [9.18736, 6.52481, -3.66466], [6.42013, 3.65954, -8.17187], [10.10120, 9.72988, -2.11002], [-7.15256, 3.56688, 3.83862], [1.58300, 0.78829, -1.59504], [6.78285, 7.53858, -4.02430], [-7.81823, 3.97022, 0.76392], [-12.43196, 1.54265, 4.05310], [4.52020, 3.36694, -3.45310]]
}